No. 1
DFT (wB97M-V/def2-TZVPD) results for a single C6H10O2S5 molecule.

## Properties
Orbital gap   8.087 eV
Energy relative to the best compared isomer or geometry (same formula, charge and spin)   1.456 eV
Total charge   0
E   -2375.898555 Ha

CARTESIAN COORDINATES (ANGSTROEM)
C 2.13765 -4.68456 -0.22959
C 1.08030 -3.90748 -0.92932
C 1.77781 -1.64557 -1.12411
C -1.11495 1.61687 1.41679
C -1.75259 3.64732 0.04398
C -2.69081 4.73983 0.25384
H 2.89979 -5.37024 -0.95670
H 2.92241 -3.80200 0.15394
H 1.78672 -5.45720 0.75633
H 0.22985 -3.49537 -0.17145
H 0.51345 -4.70855 -1.66589
H -0.77138 4.02758 0.23576
H -1.76865 3.28837 -1.02689
H -2.58869 5.07122 1.33897
H -2.64052 5.61304 -0.38521
H -3.76142 4.52581 -0.04584
O 1.62060 -2.84729 -1.82274
O -1.95154 2.62692 1.03705
S 2.34143 -0.27898 -1.83711
S 1.07482 -1.62540 0.42901
S 1.65171 0.26000 1.33977
S 0.51741 1.80419 0.54141
S -1.51341 0.60149 2.64800

Atomic partial charges in e from the Mulliken method, atoms 1 to 2:
1 C -0.68
2 C -0.32

=====

No. 2
DFT (wB97M-V/def2-TZVPD) results for 2 unconnected molecules or ions with the total composition CH2B3Cl3FIO3.

## Properties
Orbital gap   9.707 eV
SMILES   FB1OBOB(I)O1.ClC(Cl)Cl
Total charge   0
E   -2117.966015 Ha

CARTESIAN COORDINATES (ANGSTROEM)
F -0.88259 0.75526 3.19393
B -0.32992 0.35227 1.86766
O 0.73955 -0.70678 1.84740
B 1.85928 -0.01599 1.11475
O 1.54700 0.52237 -0.25634
B 0.48409 1.54738 0.02837
I 0.90058 3.67728 -0.36338
O -0.80101 1.02407 0.60517
H 2.92768 0.12764 1.63054
Cl -0.04561 -2.65909 -1.75617
C -1.29515 -1.40498 -1.82955
Cl -0.87560 -0.17874 -3.03774
Cl -2.87465 -2.12121 -2.19259
H -1.35364 -0.91948 -0.85204

Atomic partial charges in e from the Mulliken method, atoms 1 to 2:
1 F -0.27
2 B 0.70

=====

No. 3
DFT (wB97M-V/def2-TZVPD) results for a gas-phase ion, C5H5O2S2 (charge -1).

## Properties
Orbital gap   6.461 eV
Energy relative to the best compared isomer or geometry (same formula, charge and spin)   0.000 eV
Total charge   -1
E   -1140.365355 Ha

CARTESIAN COORDINATES (ANGSTROEM)
C -1.95921 0.97517 -0.53746
C -0.66428 0.73068 0.03568
C -2.40249 -0.10329 -1.17252
C -0.14149 -0.44150 -0.28019
C 1.59110 -0.85100 0.10489
O 3.41476 -0.76717 1.94809
O 1.64925 0.92101 1.82648
S -1.24782 -1.38323 -1.24222
S 1.96707 -0.49514 1.91796
H -2.39272 1.97000 -0.55214
H -0.11876 1.50108 0.56102
H -3.40625 -0.15863 -1.76162
H 1.67994 -1.86835 -0.26201
H 2.03092 -0.02961 -0.58596

Atomic partial charges in e from the Mulliken method, atoms 1 to 2:
1 C -0.55
2 C -0.15

=====

No. 4
DFT (wB97M-V/def2-TZVPD) results for 3 unconnected molecules or ions with the total composition C36H35FNO12P2.

## Properties
Orbital gap   5.735 eV
Total charge   -1
E   -3133.084027 Ha

CARTESIAN COORDINATES (ANGSTROEM)
C 5.65386 -0.68522 -0.54325
C 5.56961 0.83858 -0.89288
O 5.96373 1.55960 0.25948
C 5.08696 2.62293 0.58388
C 4.42576 2.39575 1.99663
P 5.55869 3.28808 3.16814
O 6.96880 2.83912 2.94677
O 5.09335 3.15482 4.74086
O 5.47179 4.91641 2.80231
O 3.19026 3.08328 2.12803
P 1.83998 2.03348 1.64299
C 0.34791 1.23636 0.77927
F -0.74278 1.00379 1.67576
C 0.61361 -0.12485 0.09020
C 1.53272 -0.02158 -1.17355
O 2.78351 0.59227 1.91624
C 4.08368 0.90265 2.32319
O 4.11383 0.74857 3.76633
N 3.79509 -0.52766 4.13157
O 3.24836 -0.51516 5.17921
H 4.74483 -0.98576 0.00338
H 5.85600 -1.31391 -1.42021
H 6.48510 -0.77242 0.18025
H 6.24761 1.00424 -1.75239
H 4.53817 1.04268 -1.22255
H 4.29144 2.79911 -0.15330
H 5.68736 3.55224 0.62412
H 4.12910 3.26303 4.72779
H 4.65496 4.99403 2.28189
H 2.41329 2.11225 0.30979
H 1.11177 3.29174 1.49556
H 1.23734 2.00866 2.95549
H -0.04416 1.91703 0.00086
H 0.97929 -0.90634 0.77168
H -0.36921 -0.48208 -0.27875
H 1.68210 1.01738 -1.50469
H 1.02450 -0.53110 -2.01445
H 2.48901 -0.53921 -1.00712
H 4.76952 0.13489 1.93929
C -2.57611 -3.35099 4.91069
C -1.80030 -2.46047 4.17320
C -1.26769 -2.84768 2.95350
C -1.50042 -4.13320 2.47236
C -2.25969 -5.03420 3.22190
C -2.80567 -4.63472 4.43808
C -2.47699 -6.42194 2.74283
O -3.14198 -7.20919 3.39051
C -1.85819 -6.83555 1.45606
C -2.00376 -8.14844 1.01706
C -1.44183 -8.54243 -0.18753
C -0.73918 -7.62508 -0.96387
C -0.58685 -6.31770 -0.52881
C -1.13786 -5.92167 0.68595
C -0.93892 -4.52721 1.15809
O -0.32569 -3.72231 0.49012
H -2.99827 -3.04333 5.85922
H -1.61225 -1.46278 4.54869
H -0.66936 -2.15143 2.37867
H -3.40469 -5.32646 5.01532
H -2.55222 -8.86186 1.61777
H -1.55207 -9.56563 -0.52462
H -0.30654 -7.93258 -1.90771
H -0.03667 -5.60603 -1.13015
C -6.62288 3.44345 -1.08534
C -5.49195 3.10803 -0.34575
C -4.25914 2.99867 -0.97023
C -4.15543 3.21380 -2.34115
C -5.29290 3.52741 -3.08728
C -6.52524 3.65220 -2.45256
C -5.20602 3.71282 -4.55797
O -6.19540 3.99065 -5.20964
C -3.88659 3.54373 -5.21928
C -3.79459 3.65819 -6.60344
C -2.56615 3.51501 -7.22997
C -1.42225 3.26560 -6.47673
C -1.50903 3.14557 -5.09844
C -2.74219 3.27518 -4.46702
C -2.82693 3.11074 -2.99364
O -1.83364 2.89109 -2.33428
H -7.58321 3.53681 -0.59373
H -5.57235 2.93355 0.71959
H -3.37917 2.74255 -0.39338
H -7.40592 3.90756 -3.02674
H -4.68201 3.85521 -7.19020
H -2.49766 3.59947 -8.30736
H -0.46254 3.16080 -6.96691
H -0.62038 2.94711 -4.51367

Atomic partial charges in e from the Mulliken method, atoms 1 to 2:
1 C -1.19
2 C 0.03

=====

No. 5
DFT (wB97M-V/def2-TZVPD) results for 2 unconnected molecules or ions with the total composition C5H8BN.

## Properties
Orbital gap (alpha / beta)   8.041 / 8.042 eV
Energy relative to the best compared isomer or geometry (same formula, charge and spin)   3.740 eV
Total charge   0
E   -274.783165 Ha

CARTESIAN COORDINATES (ANGSTROEM)
B -0.18867 -1.63300 0.70727
C 1.99720 0.53756 -1.00648
C 1.57834 0.35996 -2.11753
C -0.50648 0.74193 0.97725
C 0.12226 -0.47764 1.52817
C -1.00166 0.32174 -0.28643
N -0.94568 -1.00102 -0.37979
H -0.07347 -2.81092 0.92721
H 2.10566 0.41393 0.01493
H 1.15304 0.41620 -3.14358
H -1.48886 0.81958 1.50083
H -0.23342 1.76598 1.08278
H 0.50318 -0.36020 2.60433
H -1.49111 0.86913 -1.13313
H -1.10624 -1.41706 -1.26570

Atomic partial charges in e from the Mulliken method, atoms 1 to 2:
1 B -0.10
2 C -0.33

=====

No. 6
DFT (wB97M-V/def2-TZVPD) results for a molecular structure, C7H20BeN3O.

## Properties
Orbital gap   2.260 eV
Total charge   -1
E   -532.840208 Ha

CARTESIAN COORDINATES (ANGSTROEM)
C -1.32289 1.92486 -1.81845
Be -0.24974 0.32719 -2.21576
N 0.72246 -1.05620 -2.98866
H -0.72475 0.76114 -3.73798
H 1.72967 -0.84630 -2.96762
H -1.36319 0.44609 -3.49485
H -1.82275 2.46306 -2.65230
H -0.66248 2.65817 -1.32087
H -2.11996 1.71970 -1.08007
H 0.64198 -1.87608 -2.37112
H 0.54021 -1.40312 -3.93496
C 2.59111 0.70696 0.64634
N 1.32501 0.23389 1.18958
C 1.29433 -0.03716 2.62524
C -0.14555 -0.15419 3.06249
C -0.88163 -1.10998 2.17654
N -0.84247 -0.55992 0.82924
C -1.98042 -0.86450 -0.02860
C 0.30944 -0.04124 0.37269
O 0.49119 0.18796 -0.89630
H 2.52148 0.87626 -0.43155
H 3.39115 -0.00894 0.84930
H 2.89423 1.63498 1.13742
H 1.85258 -0.97703 2.82586
H 1.81096 0.78400 3.14801
H -0.60446 0.84305 3.06447
H -0.15941 -0.52039 4.08803
H -1.92969 -1.17719 2.46528
H -0.40250 -2.11189 2.18654
H -1.86409 -0.48349 -1.05340
H -2.15854 -1.94650 -0.06405
H -2.88126 -0.39319 0.38951

Atomic partial charges in e from the Mulliken method, atoms 1 to 2:
1 C -1.74
2 Be -7.93